(1)
Entry from OMol25: 5 unconnected molecules or ions with the total composition C19H43BO6 (ωB97M-V/def2-TZVPD).

Values from the calculation:
HOMO ... -9.50 eV
LUMO level ... 0.3 eV
SMILES string ... C#CCCCBCC(=O)O.CC(C)O.CC(C)O.CC(C)O.CC(C)O
DFT total energy ... -1225.88336 Ha

Element x y z (Å)
C 2.688 1.677 2.010
C 1.692 2.188 1.507
C 0.274 2.598 0.937
C -0.844 1.716 1.708
C -1.915 2.658 2.441
B -3.094 2.925 1.357
C -4.609 2.579 1.846
C -5.025 1.137 1.335
O -5.888 0.980 0.494
O -4.352 0.036 1.936
H 3.350 1.050 2.667
H 0.262 2.344 -0.175
H 0.082 3.701 1.119
H -0.279 1.186 2.533
H -1.292 0.946 1.019
H -1.424 3.606 2.807
H -2.356 2.063 3.308
H -2.871 3.326 0.265
H -4.591 2.510 2.985
H -5.366 3.347 1.517
H -3.864 -0.391 1.195
C 1.595 -2.499 2.499
C 0.648 -1.573 3.246
C -0.045 -2.294 4.392
O -0.332 -1.069 2.342
H 1.051 -3.343 2.063
H 2.076 -1.970 1.673
H 2.370 -2.890 3.163
H 1.204 -0.715 3.635
H -0.645 -3.129 4.020
H -0.730 -1.619 4.912
H 0.680 -2.679 5.113
H -0.828 -1.821 1.993
C -6.079 -3.016 4.326
C -4.872 -3.823 3.875
C -3.619 -3.420 4.637
O -4.663 -3.623 2.478
H -5.923 -1.948 4.142
H -6.968 -3.308 3.762
H -6.276 -3.161 5.390
H -5.066 -4.888 4.025
H -3.380 -2.366 4.464
H -2.759 -4.000 4.295
H -3.743 -3.578 5.711
H -4.492 -2.683 2.337
C 2.844 2.627 -3.806
C 2.492 1.616 -2.723
C 2.456 0.200 -3.272
O 1.217 1.941 -2.167
H 2.098 2.617 -4.608
H 2.852 3.639 -3.394
H 3.821 2.418 -4.240
H 3.224 1.678 -1.913
H 1.696 0.104 -4.054
H 2.191 -0.510 -2.483
H 3.422 -0.086 -3.689
H 0.562 1.890 -2.875
C 5.555 1.543 -7.536
C 5.204 0.529 -6.458
C 5.173 -0.885 -7.017
O 3.929 0.848 -5.902
H 4.809 1.533 -8.337
H 5.562 2.555 -7.123
H 6.536 1.335 -7.969
H 5.935 0.588 -5.647
H 4.415 -0.977 -7.801
H 4.910 -1.601 -6.235
H 6.143 -1.165 -7.435
H 3.275 0.800 -6.611

***

(2)
Entry from OMol25: a molecular structure, C19H43Cs2N5O17S3 (ωB97M-V/def2-TZVPD).

Values from the calculation:
HOMO ... -5.63 eV
LUMO level ... -2.1 eV
Relative energy (zero: lowest compared OMol25 entry of this formula, charge and spin) ... 10.0026 eV
DFT total energy ... -3537.24253 Ha

Element x y z (Å)
Cs -3.537 5.993 -2.140
Cs -1.970 0.858 -6.709
S -1.112 1.282 -1.614
O -0.595 2.605 -1.649
O -0.167 0.396 -2.322
O -1.202 0.871 -0.217
O -2.403 1.352 -2.280
C 3.808 4.221 -3.819
C 3.718 5.522 -3.151
O 4.789 6.116 -3.285
N 2.642 5.880 -2.541
C 2.541 7.061 -1.761
H 4.624 4.147 -4.537
H 2.804 3.908 -4.107
H 4.006 3.362 -3.178
H 1.946 5.150 -2.477
H 2.631 8.027 -2.257
H 3.373 6.966 -1.064
H 1.560 7.083 -1.285
C 1.777 -3.351 -0.542
C 1.044 -4.394 -1.338
O 1.346 -5.532 -1.132
N 0.185 -4.039 -2.285
C -0.584 -4.829 -3.282
H 1.145 -2.479 -0.374
H 2.684 -2.978 -1.017
H 2.100 -3.712 0.434
H 0.048 -3.039 -2.324
H -0.092 -5.794 -3.397
H -0.546 -4.303 -4.236
H -1.551 -5.098 -2.859
C 0.552 -5.388 7.073
C -0.368 -4.985 5.917
O -0.993 -5.889 5.307
N -0.247 -3.678 5.531
C -1.081 -3.107 4.507
H -0.167 -5.720 7.821
H 1.273 -4.655 7.435
H 1.187 -6.201 6.721
H 0.248 -2.995 6.087
H -0.855 -2.042 4.468
H -2.155 -3.155 4.687
H -0.829 -3.231 3.454
C 5.645 -1.666 -7.454
C 4.376 -1.582 -6.488
O 3.236 -1.393 -6.866
N 4.577 -1.683 -5.157
C 5.897 -1.824 -4.496
H 5.446 -0.863 -8.164
H 5.705 -2.659 -7.897
H 6.611 -1.305 -7.100
H 3.778 -1.481 -4.573
H 6.123 -0.938 -3.903
H 6.734 -1.973 -5.178
H 5.981 -2.715 -3.873
C -5.770 -2.152 -0.682
C -6.880 -1.128 -0.787
O -7.955 -1.288 -0.174
N -6.678 -0.067 -1.550
C -7.800 0.921 -1.767
H -5.866 -2.605 0.305
H -4.836 -1.591 -0.644
H -5.952 -2.682 -1.617
H -5.729 0.237 -1.715
H -7.525 1.862 -2.242
H -8.186 1.207 -0.789
H -8.572 0.426 -2.356
C 3.254 1.168 3.535
C 3.712 1.777 2.281
O 5.106 1.753 2.161
S 5.785 0.961 3.339
O 6.923 1.666 3.890
O 5.974 -0.405 2.980
O 4.425 1.160 4.331
H 2.973 0.121 3.426
H 2.486 1.704 4.093
H 3.302 2.764 2.067
H 3.420 1.085 1.492
C -5.401 1.900 5.082
C -5.160 2.774 3.924
O -5.698 4.056 4.256
S -6.176 4.200 5.911
O -7.526 4.791 6.189
O -5.032 4.589 6.693
O -6.251 2.569 5.960
H -4.530 1.901 5.738
H -5.762 0.934 4.728
H -5.669 2.345 3.061
H -4.091 2.921 3.769

***

(3)
Entry from OMol25: a molecular structure, C19H43FeN2OP3Se (ωB97M-V/def2-TZVPD).

Values from the calculation:
HOMO (alpha / beta) ... -16.06 / -16.06 eV
LUMO level (alpha / beta) ... -7.9 / -11.8 eV
Total charge ... +3
2S+1 ... 6
DFT total energy ... -5622.68584 Ha
⟨S²⟩ ... 8.806

Element x y z (Å)
Fe -0.414 0.210 0.693
P -1.340 -0.418 2.564
P -1.882 0.616 -0.800
P 0.174 2.145 1.291
H 1.408 -0.753 -1.030
C 1.495 -0.124 -0.123
C 1.384 -0.734 1.179
H 1.152 -1.813 1.263
C -1.826 -2.129 3.000
C -3.050 0.226 2.851
C -0.395 -0.137 4.134
C -1.364 1.140 -2.485
C -3.118 -0.640 -1.316
C -3.052 2.006 -0.405
C 1.708 2.335 2.274
C -1.039 3.053 2.334
C 0.489 3.289 -0.108
H 2.111 0.770 -0.241
H 1.897 -0.274 2.029
H -0.971 -2.792 2.860
H -2.629 -2.443 2.325
H -2.169 -2.132 4.043
H -3.681 -0.170 2.039
H -3.119 1.319 2.853
H -3.405 -0.183 3.810
H 0.537 -0.720 4.077
H -0.994 -0.518 4.975
H -0.128 0.910 4.317
H -2.226 1.445 -3.099
H -0.856 0.309 -2.987
H -0.656 1.975 -2.441
H -3.846 -0.220 -2.026
H -3.651 -1.031 -0.444
H -2.607 -1.490 -1.785
H -3.777 2.130 -1.223
H -2.514 2.952 -0.271
H -3.596 1.788 0.523
H 1.850 3.407 2.467
H 2.573 1.941 1.723
H 1.634 1.798 3.229
H -0.676 4.083 2.459
H -1.131 2.566 3.316
H -2.029 3.064 1.858
H 0.875 4.235 0.299
H -0.433 3.477 -0.675
H 1.228 2.846 -0.792
C 3.708 1.505 -4.218
C 4.232 0.719 -3.175
C 5.609 0.540 -3.047
C 6.490 1.112 -3.980
C 5.971 1.867 -5.047
C 4.593 2.059 -5.170
Se 1.848 1.846 -4.334
H 1.520 0.925 -3.179
H 3.544 0.259 -2.465
H 6.002 -0.050 -2.215
H 7.569 0.966 -3.877
H 6.651 2.307 -5.781
H 4.189 2.645 -5.999
C -2.736 -5.392 1.703
N -2.005 -5.404 0.456
C -1.427 -4.286 -0.098
N -0.696 -4.456 -1.257
O -1.533 -3.149 0.379
H -2.693 -4.391 2.138
H -2.269 -6.075 2.427
H -3.794 -5.637 1.531
H -1.923 -6.267 -0.054
H -0.211 -3.614 -1.551
H -0.580 -5.339 -1.722